## one
Here is a cluster of 2 separate species, C3H2O4 in total from the OMol25 dataset. Energies are from ωB97M-V/def2-TZVPD.

Values from the calculation:
- HOMO-LUMO gap (eV) = 8.847
- SMILES = O=C=CO.O=C=O
- net charge = 0

Positions of all 9 atoms, in Å:
C (-1.24, -0.30, 0.21)
C (-1.09, -1.52, 0.63)
C (2.33, 1.02, -0.22)
O (3.06, 0.79, 0.62)
O (-0.92, -2.54, 1.11)
O (1.58, 1.41, -1.00)
O (-1.59, 0.03, -1.06)
H (-1.20, 0.36, 0.95)
H (-0.94, 0.75, -1.24)

=====

## two
Here is an isolated molecule of C3H2O4 from the OMol25 dataset. Energies are from ωB97M-V/def2-TZVPD.

Values from the calculation:
- HOMO-LUMO gap (eV) = 10.722
- SMILES = O=CO[C@@H]1OC1=O
- net charge = 0

Positions of all 9 atoms, in Å:
C (2.05, -0.04, -0.10)
C (-1.73, 0.21, 0.41)
C (0.40, -0.09, -0.59)
O (2.98, 0.64, 0.05)
O (-2.34, -0.70, -0.04)
O (1.35, -1.10, 0.14)
O (-0.45, 0.56, 0.26)
H (-2.21, 1.00, 1.24)
H (-0.06, -0.47, -1.37)

=====

Which one sits at the bottom of the stability order? two does.

=====

## one
Here is a structure of composition CH5O2PS from the OMol25 dataset. Energies are from ωB97M-V/def2-TZVPD.

Values from the calculation:
- HOMO-LUMO gap (eV) = 9.369
- net charge = 0

Positions of all 10 atoms, in Å:
C (1.48, -0.32, 0.80)
O (1.28, -1.60, 1.15)
O (0.71, 0.48, 0.31)
P (-1.18, 0.61, -0.86)
S (-1.11, -1.28, -0.89)
H (2.49, 0.07, 1.12)
H (0.41, -1.91, 0.96)
H (-2.27, 1.17, -1.60)
H (-1.79, 1.26, 0.28)
H (-0.01, 1.52, -1.27)

=====

## two
Here is a cluster of 2 separate species, CH5O2PS in total from the OMol25 dataset. Energies are from ωB97M-V/def2-TZVPD.

Values from the calculation:
- HOMO-LUMO gap (eV) = 10.659
- SMILES = O=C(O)S.P
- net charge = 0

Positions of all 10 atoms, in Å:
C (-2.27, -0.16, 0.14)
O (-2.47, 0.39, -0.90)
O (-2.41, -1.48, 0.34)
P (2.94, 0.62, -0.52)
S (-1.86, 0.67, 1.70)
H (4.26, 0.67, -0.07)
H (-2.70, -1.92, -0.56)
H (3.40, -0.16, -1.64)
H (2.80, -0.57, 0.20)
H (-1.70, 1.95, 1.30)

=====

Which one sits at the bottom of the stability order? one does.

=====

## one
Here is an isolated molecule of C4H7NS from the OMol25 dataset. Energies are from ωB97M-V/def2-TZVPD.

Values from the calculation:
- HOMO-LUMO gap (eV) = 9.936
- SMILES = C#C[C@@H](N)CS
- net charge = 0

Positions of all 13 atoms, in Å:
C (-0.40, 0.31, -0.51)
C (0.05, 0.80, 0.90)
C (0.50, -0.88, -0.80)
C (1.12, -1.91, -0.88)
H (-2.46, 0.57, -0.50)
H (-1.97, -0.52, 0.54)
H (-0.30, 1.10, -1.29)
H (-0.01, 0.06, 1.68)
H (-0.49, 1.71, 1.24)
H (2.34, 0.35, 0.17)
H (1.59, -2.86, -0.87)
N (-1.80, -0.17, -0.41)
S (1.81, 1.42, 0.72)

=====

## two
Here is an isolated molecule of C4H7NS from the OMol25 dataset. Energies are from ωB97M-V/def2-TZVPD.

Values from the calculation:
- HOMO-LUMO gap (eV) = 8.772
- SMILES = C[C@@H]1CC(=S)N1
- net charge = 0

Positions of all 13 atoms, in Å:
C (2.76, -0.33, 0.40)
C (1.48, 0.25, -0.40)
C (0.32, 1.25, 0.03)
C (-0.69, 0.00, -0.10)
H (3.73, 0.31, -0.10)
H (3.05, -1.38, -0.05)
H (2.53, -0.30, 1.40)
H (1.55, 0.38, -1.48)
H (0.46, 2.44, -0.34)
H (0.59, 1.19, 1.19)
H (0.32, -1.93, -0.24)
N (0.36, -0.80, -0.23)
S (-2.37, -0.13, 0.11)

=====

Which one sits at the bottom of the stability order? two does.

=====

## one
Here is an isolated molecule of C4H7NS from the OMol25 dataset. Energies are from ωB97M-V/def2-TZVPD.

Values from the calculation:
- HOMO-LUMO gap (eV) = 9.803
- SMILES = CC/N=C1/CS1
- net charge = 0

Positions of all 13 atoms, in Å:
C (-0.05, 0.31, -1.59)
C (-0.13, 0.20, -3.00)
C (0.17, -0.52, 1.60)
C (-0.22, 0.65, 0.71)
N (-0.68, 0.13, -0.53)
S (1.35, 1.11, -2.16)
H (0.20, -0.70, -3.60)
H (-0.73, 0.87, -3.44)
H (1.19, -0.70, 1.44)
H (-0.16, -0.58, 2.67)
H (-0.37, -1.36, 1.17)
H (0.55, 1.33, 0.64)
H (-1.03, 1.11, 1.12)

=====

## two
Here is an isolated molecule of C4H7NS from the OMol25 dataset. Energies are from ωB97M-V/def2-TZVPD.

Values from the calculation:
- HOMO-LUMO gap (eV) = 8.419
- SMILES = [H]/N=C(/C)CC=S
- net charge = 0

Positions of all 13 atoms, in Å:
C (0.79, 1.54, 0.46)
C (0.02, -0.63, -0.48)
C (-0.71, -1.53, 0.48)
C (-0.39, 1.20, -0.24)
N (0.72, -0.96, -1.43)
S (1.13, 1.29, 2.00)
H (1.66, 1.71, -0.30)
H (-0.45, -1.35, 1.46)
H (-1.71, -1.37, 0.28)
H (-0.49, -2.59, 0.32)
H (-0.54, 1.73, -1.12)
H (-1.16, 1.12, 0.48)
H (1.11, -0.14, -1.91)

=====

Which one sits at the bottom of the stability order? two does.